DFT (ωB97M-V/def2-TZVPD) results for a 2-piece molecular cluster, BrHO2 overall in a non-equilibrium geometry.

Computed properties:
Frontier orbital gap (alpha / beta) = 7.54 / 9.76 eV
HOMO energy (alpha / beta) = -10.8 / -10.9 eV
E_LUMO (alpha / beta) = -0.1182 / -0.0400 Eh

XYZ file:
```
4
BrHO2 ωB97M-V/def2-TZVPD
O -0.3547 -0.3530 -0.6290
O -0.6861 0.5106 -1.5411
Br 2.0616 -1.6712 -0.4069
H -0.6124 0.0453 0.3155
```

***

DFT (ωB97M-V/def2-TZVPD) results for C2H6N2O in the gas phase.

Computed properties:
Frontier orbital gap = 10.75 eV
HOMO energy = -9.8 eV
E_LUMO = 0.0341 Eh

XYZ file:
```
11
C2H6N2O ωB97M-V/def2-TZVPD
C -0.7508 1.4794 -0.1260
N -0.5720 0.0344 -0.1920
C 0.5676 -0.4924 0.3859
N 0.8633 -1.7756 -0.0817
O 1.2650 0.0984 1.1800
H -0.4080 1.8285 0.8430
H -1.8160 1.6825 -0.1923
H -0.2175 2.0597 -0.8842
H -0.7771 -0.3604 -1.0965
H 0.1027 -2.4344 -0.1002
H 1.7427 -2.1199 0.2640
```

***

DFT (ωB97M-V/def2-TZVPD) results for C35H36N10O2S2SeYb as an isolated structure.

Computed properties:
Frontier orbital gap (alpha / beta) = 7.41 / 7.09 eV
<S²> = 0.7508
Total charge = +3
HOMO energy (alpha / beta) = -16.0 / -16.0 eV
2S+1 = 2
E_LUMO (alpha / beta) = -0.3152 / -0.3270 Eh

XYZ file:
```
87
C35H36N10O2S2SeYb ωB97M-V/def2-TZVPD
Yb -0.1433 0.0033 0.3372
N -2.4570 3.8459 -0.4700
C -1.4572 3.3040 0.2132
N -1.4986 1.9885 0.0525
C -2.5774 1.8033 -0.7686
N -3.1862 2.9060 -1.1102
C -2.9843 0.4690 -1.2242
C -4.2331 0.2363 -1.7844
N -4.5874 -0.9692 -2.2094
C -3.6967 -1.9472 -2.0738
C -2.4606 -1.7307 -1.4889
N -2.0966 -0.5183 -1.0588
H -2.7047 4.8221 -0.5583
H -0.7526 3.8611 0.8107
H -4.9439 1.0466 -1.8933
H -3.9734 -2.9319 -2.4296
H -1.7586 -2.5447 -1.3695
O 0.9140 -2.1001 -0.3992
H 1.8412 -2.2487 -0.6288
H 0.5026 -2.9686 -0.2960
C -5.2634 -4.1185 5.0379
C -4.1739 -5.0902 4.6116
C -2.7719 -4.5026 4.6051
N -2.6284 -3.5205 3.4972
C -1.7867 -2.5316 3.3219
S -1.5628 -2.0178 1.6615
N -1.0553 -1.9785 4.3045
C -1.1601 -2.0826 5.7629
O -0.1642 -2.3850 6.3491
C -2.4364 -1.6561 6.3760
C -3.4126 -0.9755 5.6536
C -4.5544 -0.5206 6.2923
C -4.7279 -0.7661 7.6481
C -3.7621 -1.4618 8.3683
C -2.6124 -1.9030 7.7371
H -6.2385 -4.6029 5.0156
H -5.3135 -3.2498 4.3777
H -5.0929 -3.7580 6.0542
H -4.3906 -5.4976 3.6174
H -4.1452 -5.9528 5.2788
H -2.0342 -5.2853 4.4235
H -2.5398 -4.0304 5.5551
H -3.1068 -3.7921 2.6473
H -0.1295 -1.6822 4.0192
H -3.2786 -0.7969 4.5958
H -5.3162 0.0125 5.7381
H -5.6232 -0.4181 8.1469
H -3.9051 -1.6510 9.4234
H -1.8407 -2.4268 8.2865
N 1.7260 0.9199 1.2302
S 2.0606 1.4177 2.7526
C 0.5135 2.0851 3.2721
C -0.6528 1.3402 3.1326
C -1.8686 1.9346 3.4140
C -1.9079 3.2539 3.8624
C -0.7362 3.9794 4.0166
C 0.4931 3.4004 3.7049
C 2.2535 -0.0097 3.7876
C 2.5336 0.2451 5.1282
C 2.8139 -0.8225 5.9629
C 2.8300 -2.1178 5.4550
C 2.5621 -2.3525 4.1147
C 2.2792 -1.2914 3.2614
H 2.5268 1.1457 0.6472
H -0.6150 0.2750 2.8937
H -2.7840 1.3714 3.3010
H -2.8583 3.7104 4.1063
H -0.7695 4.9977 4.3815
H 1.4112 3.9661 3.8089
H 2.5378 1.2572 5.5189
H 3.0317 -0.6434 7.0072
H 3.0658 -2.9464 6.1093
H 2.5951 -3.3612 3.7242
H 2.1287 -1.4636 2.2040
Se 0.5866 -0.4309 -3.1290
N 0.7504 0.7178 -1.7248
C 1.4912 1.7400 -2.1605
C 1.8472 2.9016 -1.4092
C 2.6079 3.8503 -2.0127
C 3.0644 3.7376 -3.3723
C 2.7429 2.6671 -4.1260
C 1.9371 1.6346 -3.5370
N 1.5586 0.5574 -4.1930
H 1.5168 3.0143 -0.3866
H 2.8867 4.7356 -1.4543
H 3.6694 4.5323 -3.7868
H 3.0648 2.5597 -5.1528
```

***

DFT (ωB97M-V/def2-TZVPD) results for a 2-piece molecular cluster, C33H31BF8O2S overall in a non-equilibrium geometry.

Computed properties:
Frontier orbital gap = 2.51 eV
HOMO energy = -5.4 eV
E_LUMO = -0.1046 Eh

XYZ file:
```
76
C33H31BF8O2S ωB97M-V/def2-TZVPD
C -6.0779 3.0059 0.6818
C -4.9648 2.0418 0.8726
C -4.4078 1.2095 -0.0867
C -3.1577 0.6286 0.2584
C -2.6616 1.0213 1.5196
B -1.6264 -2.7873 4.5972
C -1.4253 1.5732 1.8712
C -1.2597 2.3072 3.0400
C -0.1059 3.0530 3.2151
C 0.0077 3.9805 4.3935
F 0.5542 5.1937 4.0638
F -1.1944 4.2275 4.9985
F 0.8271 3.4148 5.3570
C 0.9613 2.9413 2.2917
C 0.8519 2.1079 1.2285
C 1.8299 2.2362 0.0963
F 1.3122 1.8020 -1.1027
F 2.2772 3.5096 -0.0988
F 2.9526 1.4568 0.3210
C -0.2340 1.0936 1.1070
O -2.0758 -2.3852 5.7472
C -3.5998 -2.1954 5.8838
C -4.4185 -2.4870 4.5773
C -5.6520 -3.2853 4.9999
C -4.9087 -1.1754 3.9602
C -3.7141 -3.3152 3.4623
O -2.1472 -3.2562 3.5187
S -4.0501 1.8761 2.3246
H -6.2170 3.1589 -0.3839
H -7.0294 2.6323 1.0620
H -5.8649 3.9834 1.1352
H -4.9362 1.1059 -1.0271
H -2.6195 -0.0339 -0.4178
H -2.0038 2.2693 3.8322
H 1.8786 3.5139 2.4862
H -0.4196 0.9548 0.0403
H -3.8466 -2.8778 6.7013
H -3.6425 -1.1502 6.2213
H -6.2906 -3.5200 4.1407
H -5.3264 -4.2331 5.4388
H -6.2526 -2.7575 5.7517
H -5.5569 -1.3833 3.1013
H -5.4937 -0.5859 4.6773
H -4.1119 -0.5269 3.5783
H -3.9216 -4.3840 3.5643
H -3.8901 -2.9245 2.4573
C 4.8586 0.5839 4.7268
C 3.5583 0.1773 4.1264
C 3.4855 -0.7766 3.1205
F 4.6061 -1.4912 2.7859
C 2.3008 -1.0953 2.4726
C 1.1297 -0.3782 2.7485
C -0.0833 -0.3136 1.7616
C 0.1471 -1.4234 0.7223
C 1.2148 -1.2837 -0.1761
C 1.5570 -2.3352 -1.0247
F 2.6961 -2.2406 -1.7835
C 0.8184 -3.5070 -1.1035
C 1.2065 -4.5956 -2.0434
C -0.2722 -3.6150 -0.2334
C -0.5695 -2.6257 0.7096
C 1.1302 0.3271 3.9623
C 2.3251 0.6343 4.6095
H 4.6923 1.4844 5.3236
H 5.2720 -0.1860 5.3917
H 5.6047 0.8052 3.9543
H 2.3381 -1.8744 1.7136
H -0.9900 -0.5917 2.3238
H 1.8839 -0.4297 -0.1131
H 0.4162 -5.3503 -2.0710
H 1.3599 -4.2143 -3.0583
H 2.1314 -5.0986 -1.7347
H -0.8910 -4.5128 -0.2956
H -1.3341 -2.8216 1.4689
H 0.1925 0.6814 4.3976
H 2.3484 1.2666 5.5022
```

***

DFT (ωB97M-V/def2-TZVPD) results for C2H5NOS in the gas phase in a non-equilibrium geometry.

Computed properties:
Frontier orbital gap = 9.84 eV
HOMO energy = -9.3 eV
E_LUMO = 0.0214 Eh

XYZ file:
```
10
C2H5NOS ωB97M-V/def2-TZVPD
C -1.0412 1.3011 0.0808
S -0.4518 -0.1396 -0.8437
C 0.3158 -1.0055 0.4944
N 1.4751 -1.5692 0.3401
O 2.0946 -1.3539 -0.8501
H -0.2243 1.9653 0.4258
H -1.7291 1.7738 -0.6016
H -1.6320 0.9712 0.9672
H -0.3601 -1.2207 1.3612
H 1.5529 -0.7226 -1.3743
```

***

DFT (ωB97M-V/def2-TZVPD) results for a 2-piece molecular cluster, CH4IN3 overall in a non-equilibrium geometry.

Computed properties:
Frontier orbital gap = 8.73 eV
HOMO energy = -9.2 eV
E_LUMO = -0.0170 Eh

XYZ file:
```
9
CH4IN3 ωB97M-V/def2-TZVPD
H -2.3073 1.5886 -1.7567
N -1.2941 1.4410 -1.5293
N -1.0148 0.5665 -0.7754
I -2.3169 -0.5593 0.4306
C 1.4415 -0.4507 0.3734
N 1.1141 -1.5235 0.9806
H 1.5547 -0.1213 -0.6944
H 1.8090 0.3952 0.9443
H 1.0138 -1.3363 2.0269
```

***

DFT (ωB97M-V/def2-TZVPD) results for a 2-piece molecular cluster, C4H9NO3S overall in a non-equilibrium geometry.

Computed properties:
Frontier orbital gap (alpha / beta) = 4.77 / 5.88 eV
<S²> = 2.0090
HOMO energy (alpha / beta) = -4.4 / -9.8 eV
2S+1 = 3
E_LUMO (alpha / beta) = 0.0141 / -0.1435 Eh

XYZ file:
```
18
C4H9NO3S ωB97M-V/def2-TZVPD
C -0.3514 -0.9870 -1.8056
C -2.0624 1.1090 -0.3656
C -1.4996 -0.1023 0.4850
C -0.8621 -1.2193 -0.4940
N 2.0952 -0.6980 0.2558
O 0.4929 -0.7642 -2.6136
O -1.5769 -1.4376 -1.8025
O -0.5637 0.3212 1.3785
S -0.2199 -2.6705 0.3098
H -3.1320 1.2472 -0.0034
H -2.0874 0.9942 -1.5484
H -1.4771 2.0735 -0.1398
H -2.3528 -0.5123 1.0421
H 2.9071 -1.2859 -0.0631
H 1.6196 -0.4591 -0.6581
H 2.6032 0.1198 0.7766
H 0.0639 -0.3620 1.5341
H 0.9913 -2.0160 0.4436
```

***

DFT (ωB97M-V/def2-TZVPD) results for a 2-piece molecular cluster, C2H8S3 overall.

Computed properties:
Frontier orbital gap = 8.98 eV
HOMO energy = -8.6 eV
E_LUMO = 0.0152 Eh

XYZ file:
```
13
C2H8S3 ωB97M-V/def2-TZVPD
C -0.8164 0.4293 -1.1091
S 0.1918 -0.9332 -0.4685
C -1.0657 -2.0878 0.1105
H -1.5662 0.0795 -1.8191
H -0.1081 1.0729 -1.6223
H -1.3194 0.9541 -0.2995
H -0.6129 -2.7067 0.8821
H -1.9579 -1.5804 0.4731
H -1.3625 -2.7698 -0.6995
S 1.6756 1.7268 2.0479
S 2.9386 1.7274 0.3923
H 0.6485 1.1174 1.4618
H 3.3546 2.9705 0.6504
```

***

Which calculated total energy belongs to each record? In order, -74148.281; -7199.712; -174401.196; -72066.763; -16525.700; -13669.424; -22754.092; -34709.073 eV.
Which energy relative to the best compared isomer or geometry (same formula, charge and spin) belongs to each record? In order, 0.7301; 0.0751; 0.0982; 0.2129; 2.6811; 0.7100; 1.0960; 0.3240 eV.